# 1
2 unconnected molecules or ions with the total composition C2H4NP at a distorted geometry. Source: the OMol25 dataset; level of theory: wB97M-V/def2-TZVPD.

The geometry in XYZ format:
```
8
Properties=species:S:1:pos:R:3:forces:R:3:lowdin_charge:R:1
C -0.0878 0.7184 -0.7163 2.121 -0.641 1.667 -0.344
C -0.5069 -0.1655 0.4061 -0.909 -0.928 2.352 -0.564
N 0.7320 -1.0720 0.6978 -2.271 0.358 0.335 -0.281
P 0.1271 -1.1761 -0.8975 -1.282 -0.270 -0.943 0.848
H -0.8643 1.2354 -1.2050 -0.698 0.576 -0.764 0.035
H 0.9041 1.2177 -0.5772 -1.057 0.010 -0.235 0.067
H -1.9498 -0.0763 1.5156 3.501 -0.294 -2.679 0.222
H 1.6454 -0.6816 0.7766 0.595 1.188 0.266 0.016
```
Forces are in eV/Å.

Values from the calculation:
Net charge = 0
Largest force on an atom = 4.418 eV Å⁻¹
Calculated total energy = -12912.1294 eV



# 2
A molecular structure, C9H25B3Be2Cl4F5IMgN4O19P2S5 at a distorted geometry. Source: the OMol25 dataset; level of theory: wB97M-V/def2-TZVPD.

The geometry in XYZ format:
```
80
Properties=species:S:1:pos:R:3:forces:R:3:lowdin_charge:R:1
N -9.4127 -1.3353 4.0593 -0.290 0.277 -0.082 -0.093
P -9.4172 -1.8966 5.5887 -0.500 -0.616 0.000 1.048
B -7.7364 -1.3360 6.4588 0.356 -0.695 -0.320 -0.652
O -7.5923 -1.5191 7.7680 -0.613 0.647 -0.264 0.298
B -7.0203 -0.3083 8.2038 0.152 -0.545 3.156 -0.281
O -5.7309 -0.0568 7.6989 -0.584 0.553 0.054 0.298
B -5.7987 -0.0766 6.3798 0.813 -0.394 -1.128 -0.812
P -4.4473 0.8745 5.2970 0.600 0.859 -0.185 0.646
O -3.5901 -0.2301 4.4160 -0.652 0.186 0.613 -0.531
I -5.9477 2.0830 3.8291 0.169 -0.419 0.131 0.672
O -6.8023 -0.7255 5.6668 -0.574 0.130 0.048 0.171
H -9.5131 -2.0954 3.3890 0.072 0.111 -0.464 0.019
H -10.4966 -1.3404 6.3086 0.213 0.067 0.026 0.065
H -9.5815 -3.2954 5.6694 -0.043 0.184 0.280 0.035
H -7.6233 0.4760 8.8658 -0.012 0.144 -0.222 0.144
H -3.5311 -1.0632 4.9532 0.186 0.387 -0.325 -0.141
C -2.0136 -2.4133 -0.5014 0.683 -0.361 -0.276 -0.003
C -2.2661 -1.2553 -1.4459 -1.125 0.089 1.634 -0.411
C -2.4784 0.0879 -0.7156 0.708 0.707 -0.288 -0.200
O -3.7470 0.1986 -0.1657 -0.169 -0.324 -0.109 -0.161
C -3.9725 -0.4276 1.1048 -0.259 0.043 -0.121 -0.072
N -3.3352 -1.5516 -2.3485 -0.728 0.517 -1.082 0.048
H -2.9322 -2.7480 -0.0243 -0.112 0.148 -0.099 0.090
H -1.6064 -3.2680 -1.0425 -0.090 -0.044 0.010 0.105
H -1.2984 -2.1389 0.2731 -0.037 0.052 0.007 0.107
H -1.3613 -1.1923 -2.1296 1.057 0.266 0.106 0.089
H -2.4076 0.8957 -1.4600 -0.020 0.014 0.043 0.136
H -1.6948 0.2810 0.0260 0.033 -0.196 0.014 0.147
H -3.1001 -0.3790 1.7568 0.081 0.062 -0.082 0.086
H -4.2920 -1.4639 0.9712 0.083 -0.021 0.073 0.076
H -4.7961 0.1138 1.5589 0.013 0.053 0.080 0.052
H -3.4099 -0.7710 -3.0264 0.214 -0.364 0.533 0.023
H -4.2151 -1.5109 -1.8325 0.216 -0.312 0.362 0.098
O -10.4658 -0.0721 0.1638 -0.406 -0.318 0.393 -0.240
Cl -9.9614 -0.2774 1.4870 2.493 1.781 -1.289 0.653
O -9.2584 0.8932 1.9354 -0.360 -0.460 -0.047 -0.339
O -9.0425 -1.3992 1.4729 -0.190 -0.365 -0.093 -0.347
O -11.0501 -0.5613 2.3825 -1.003 -0.819 1.044 -0.244
Be -0.4974 -0.5988 -3.3203 0.049 0.067 -3.063 0.894
N 3.2765 1.5409 -5.5650 -0.969 -0.414 0.454 -0.266
S 4.8624 1.2892 -5.4257 3.017 0.428 -1.254 0.491
O 5.2664 -0.0689 -5.4284 -0.882 -0.600 0.314 -0.246
O 5.5463 2.1839 -4.5678 -0.666 0.336 0.601 -0.273
F 5.2919 1.7728 -6.8510 -0.803 0.179 -0.134 -0.141
S 2.4932 1.0906 -4.3284 1.223 -0.352 0.331 0.478
O 1.0467 1.0090 -4.6137 -2.113 -1.121 0.490 -0.335
O 2.8257 1.6375 -3.0677 -0.262 0.256 0.511 -0.259
F 2.8403 -0.4514 -4.1550 -0.404 -0.345 0.077 -0.196
Be -3.6388 -2.9010 4.2483 -0.043 -0.710 -0.103 0.536
N -2.1135 -3.5537 -5.2994 0.082 1.387 0.997 -0.217
S -2.9030 -4.3298 -6.4969 -1.084 -3.548 -2.100 0.512
O -2.4672 -3.9978 -7.7935 0.545 1.079 0.116 -0.194
O -4.2924 -4.4905 -6.2672 -0.094 0.898 0.931 -0.230
F -2.3172 -5.7461 -6.2608 0.304 0.495 0.697 -0.102
S -2.3989 -2.0777 -5.2714 0.253 -0.774 -1.958 0.584
O -1.4642 -1.3126 -4.4165 1.141 0.901 1.702 -0.248
O -3.7891 -1.6403 -5.1635 -0.591 1.072 0.756 -0.420
F -2.0051 -1.5437 -6.6600 -0.086 0.564 0.385 -0.061
F -7.4342 -0.5254 10.6386 0.284 -0.011 -1.167 -0.352
Mg -5.5494 -0.5559 -4.4007 0.787 -0.824 -0.740 1.314
C 7.2605 3.8559 -2.0280 -0.011 0.080 -0.149 -1.542
Cl 7.6618 5.1141 -3.1892 0.020 -0.021 0.000 0.552
Cl 8.0925 4.1379 -0.4947 0.000 -0.035 0.059 0.551
Cl 5.5160 3.7707 -1.7839 -0.042 -0.009 0.124 0.536
H 7.5938 2.9068 -2.4260 0.000 -0.027 -0.005 0.016
C 13.4511 2.3687 1.0580 -0.191 0.102 0.039 -0.215
C 12.1326 2.0220 1.7614 0.110 -0.060 -0.099 -0.210
C 10.9879 2.5428 0.8822 0.013 -0.093 0.570 -0.238
S 11.6116 2.5297 -0.8089 0.074 -0.173 0.110 0.654
O 11.6933 3.8864 -1.2792 -0.079 0.022 -0.123 -0.304
O 10.9341 1.5037 -1.5594 -0.127 0.124 -0.149 -0.313
C 13.2652 1.9652 -0.4019 0.404 -0.050 0.277 -0.218
H 14.2976 1.8519 1.5073 0.022 -0.005 -0.029 0.119
H 13.6353 3.4424 1.1278 0.040 0.002 -0.029 0.122
H 12.0519 0.9386 1.8666 -0.004 -0.009 -0.018 0.117
H 12.0832 2.4521 2.7606 -0.030 0.018 -0.001 0.116
H 10.1078 1.9089 0.9419 -0.070 0.059 -0.187 0.096
H 10.7239 3.5683 1.1310 0.027 0.055 -0.161 0.093
H 13.9850 2.4259 -1.0736 -0.131 0.033 -0.129 0.111
H 13.2823 0.8822 -0.5180 -0.092 -0.002 -0.073 0.110
```
Forces are in eV/Å.

Values from the calculation:
Net charge = +2
Largest force on an atom = 4.263 eV Å⁻¹
Calculated total energy = -207370.7072 eV



Q: Which of these has the lowest calculated total energy?
A: C9H25B3Be2Cl4F5IMgN4O19P2S5



Q: The highest net charge belongs to which entry?
A: C9H25B3Be2Cl4F5IMgN4O19P2S5



Q: calculated total energy of number 2 (C9H25B3Be2Cl4F5IMgN4O19P2S5)?
A: -207370.7072 eV



What did the first record say?
2 unconnected molecules or ions with the total composition C2H4NP at a distorted geometry. Source: the OMol25 dataset; level of theory: wB97M-V/def2-TZVPD.

The geometry in XYZ format:
```
8
Properties=species:S:1:pos:R:3:forces:R:3:lowdin_charge:R:1
C -0.0878 0.7184 -0.7163 2.121 -0.641 1.667 -0.344
C -0.5069 -0.1655 0.4061 -0.909 -0.928 2.352 -0.564
N 0.7320 -1.0720 0.6978 -2.271 0.358 0.335 -0.281
P 0.1271 -1.1761 -0.8975 -1.282 -0.270 -0.943 0.848
H -0.8643 1.2354 -1.2050 -0.698 0.576 -0.764 0.035
H 0.9041 1.2177 -0.5772 -1.057 0.010 -0.235 0.067
H -1.9498 -0.0763 1.5156 3.501 -0.294 -2.679 0.222
H 1.6454 -0.6816 0.7766 0.595 1.188 0.266 0.016
```
Forces are in eV/Å.

Values from the calculation:
Net charge = 0
Largest force on an atom = 4.418 eV Å⁻¹
Calculated total energy = -12912.1294 eV